(1)
A molecular structure, C7H18ClIOPPtS in a non-equilibrium geometry. Source: the Open Molecules 2025 dataset; level of theory: ωB97M-V/def2-TZVPD.

Structure (XYZ):
```
31
Properties=species:S:1:pos:R:3:mulliken_charge:R:1
C 1.1864 -2.7070 2.2914 -0.5657
I 0.7478 -3.7682 0.6050 0.8069
H 2.1109 -2.1132 2.1800 0.0130
H 0.3140 -2.0861 2.3477 0.3025
H 1.2170 -3.3708 3.1688 0.4010
Pt -1.7878 0.4987 -0.1330 0.6698
P -2.7527 2.1841 -1.2670 0.2521
C -4.5156 1.7414 -1.3774 -1.0679
C -2.5645 3.7360 -0.3336 -0.9434
H -1.3004 3.1558 -2.9489 0.3567
H -2.7475 2.4316 -3.7112 0.4082
H -1.4449 1.3822 -3.0703 0.3618
C -2.0033 2.3071 -2.9257 -1.0372
H -1.6137 4.1900 -0.5985 0.3860
H -3.3870 4.4296 -0.5282 0.4056
H -5.1477 2.5763 -1.7392 0.3959
H -4.8619 1.4480 -0.3795 0.3867
H -2.5544 3.4583 0.7251 0.3113
H -4.6285 0.8877 -2.0555 0.3695
C -3.0252 -0.5956 0.5955 0.5209
O -3.7877 -1.3531 1.0498 -0.3448
Cl 0.2319 1.3588 -0.7515 -0.4125
C 4.8467 -2.5779 2.2642 -0.5233
S 4.7340 -1.0654 1.3455 0.4521
C 4.5473 -1.7780 -0.2735 -0.6856
H 3.8227 -2.9418 2.4854 0.1215
H 5.3787 -2.3717 3.1837 0.3732
H 5.3848 -3.3511 1.6876 0.3429
H 4.5500 -0.9340 -0.9824 0.3552
H 5.4261 -2.4149 -0.4732 0.4006
H 3.6242 -2.3568 -0.3811 0.1866
```

Summary:
2S+1: 5
Net charge: +3
Total energy: -1968.25302 hartree
Relative energy (zero: lowest compared OMol25 entry of this formula, charge and spin): 0.00 kJ/mol
<S²>: 6.011
E_LUMO (alpha / beta): -9.8 / -14.9 eV
Frontier orbital gap (alpha / beta): 0.253 / 0.157 Ha

(2)
2 unconnected molecules or ions with the total composition C7H18ClNSi in a non-equilibrium geometry. Source: the Open Molecules 2025 dataset; level of theory: ωB97M-V/def2-TZVPD.

Structure (XYZ):
```
28
Properties=species:S:1:pos:R:3:mulliken_charge:R:1
C 3.2972 -1.3325 0.8217 -1.2383
C -0.1741 0.6951 2.4066 -1.0249
C -2.3126 -1.0746 -2.0981 -0.9935
C -2.0080 1.9275 -0.4222 -1.0167
C 2.2726 -0.1759 0.6726 -0.1595
C 0.1438 -0.6921 1.6119 -0.5838
C -1.1882 -0.2481 -2.6164 -0.4708
N 0.9328 -0.6347 0.4254 -0.3380
Si -0.4969 1.0487 -1.2616 0.6117
Cl 1.1515 2.1779 -1.7431 -0.2958
H 4.3409 -1.0895 0.5225 0.3765
H 3.3310 -1.6641 1.9008 0.2534
H 3.1388 -2.2800 0.2281 0.2956
H -0.4637 1.5420 1.7801 0.1763
H -0.9983 0.6623 3.0866 0.3962
H 0.7458 0.9799 2.8952 0.3136
H -2.6340 -1.5927 -2.9225 0.4136
H -1.9151 -1.7656 -1.2903 0.2376
H -3.1510 -0.3874 -1.6708 0.2105
H -2.0862 3.0596 -0.6144 0.3235
H -2.9027 1.4706 -0.9377 0.2769
H -2.0659 1.6244 0.5931 0.3767
H 2.2743 0.3513 1.5958 0.1275
H 2.4818 0.3458 -0.2311 0.3987
H 0.8251 -1.1234 2.2782 0.4568
H -0.8461 -1.2481 1.4010 0.2248
H -1.3401 0.3257 -3.6459 0.3482
H -0.3530 -0.9019 -2.7657 0.3032
```

Summary:
Net charge: 0
Total energy: -1081.85021 hartree
Relative energy (zero: lowest compared OMol25 entry of this formula, charge and spin): 341.25 kJ/mol
E_LUMO (alpha / beta): 0.2 / 0.2 eV
Frontier orbital gap (alpha / beta): 0.269 / 0.269 Ha

(3)
A molecular structure, C7H18CuO9 in a non-equilibrium geometry. Source: the Open Molecules 2025 dataset; level of theory: ωB97M-V/def2-TZVPD.

Structure (XYZ):
```
35
Properties=species:S:1:pos:R:3:mulliken_charge:R:1
Cu -1.6961 1.1220 -0.8539 0.0395
C -4.2991 4.0387 -3.4274 0.7084
O -4.1175 2.8895 -3.8715 -0.5375
O -3.3969 4.5392 -2.7707 -0.5323
O -5.3409 4.7060 -3.6615 -0.6238
C -4.9253 -2.3373 2.7417 -0.3871
C -3.4993 -2.8536 3.1467 -0.2599
O -3.1171 -4.1072 2.5178 -0.5508
O -4.9149 -1.0112 2.1911 -0.4641
H -5.4241 -2.3483 3.7108 0.2393
H -5.3298 -3.2558 2.3165 0.3365
H -3.3396 -3.1179 4.1921 0.2710
H -2.6926 -2.1854 2.8455 0.2050
H -3.1276 -4.8748 3.0942 0.2903
H -5.6372 -1.0733 1.5617 0.3037
C 3.7559 -3.7820 -2.8391 -0.5670
C 2.9376 -2.7744 -1.9391 -0.1473
O 1.6073 -2.8104 -2.3943 -0.5219
O 3.7848 -5.0415 -2.1407 -0.4962
H 4.7031 -3.2849 -3.0480 0.2667
H 3.1982 -3.8649 -3.7720 0.3504
H 3.2623 -1.7440 -2.0843 0.2980
H 2.9283 -3.0376 -0.8814 0.2082
H 1.4268 -3.7498 -2.4753 0.2940
H 4.5243 -5.0753 -1.5294 0.3049
C 2.9307 5.4206 0.8043 -0.4972
C 3.3480 3.9720 1.2386 -0.2991
O 2.2375 3.1003 1.0997 -0.4830
O 2.5293 5.4092 -0.5679 -0.5107
H 3.8467 5.9853 0.9781 0.3033
H 2.1421 5.8796 1.4007 0.3023
H 3.5605 4.0443 2.3053 0.3209
H 4.2363 3.6325 0.7059 0.2129
H 2.1997 2.6625 1.9532 0.2979
H 1.6989 4.9281 -0.5475 0.3245
```

Summary:
Net charge: -1
Total energy: -2594.89415 hartree
Relative energy (zero: lowest compared OMol25 entry of this formula, charge and spin): 718.09 kJ/mol
E_LUMO: 0.7 eV
Frontier orbital gap: 0.109 Ha

(4)
A molecular structure, C7H18FeN5O in a non-equilibrium geometry. Source: the Open Molecules 2025 dataset; level of theory: ωB97M-V/def2-TZVPD.

Structure (XYZ):
```
32
Properties=species:S:1:pos:R:3:mulliken_charge:R:1
Fe 0.0088 -0.3844 0.2231 0.4394
N -0.0948 -1.5400 -1.5282 -0.2469
C 0.6582 -0.7940 -2.5631 -0.6824
C 0.1315 0.6045 -2.6583 -0.8046
N 0.0166 1.2399 -1.3269 0.4887
C 1.1637 2.0899 -0.9827 -0.6094
C 2.3864 1.2325 -0.9147 -0.7618
N 2.0928 0.1381 0.0543 -0.4429
C -1.2510 1.9747 -1.1903 -0.6218
C -2.3648 0.9782 -1.0952 -0.6432
N -2.0601 0.1027 0.0585 -0.4447
H 0.3321 -2.4615 -1.4445 0.3488
H -1.0536 -1.6876 -1.8349 0.2728
H 0.5917 -1.2567 -3.5492 0.5012
H 1.7027 -0.8253 -2.2746 0.3307
H -0.8508 0.6006 -3.1264 0.4189
H 0.7781 1.1782 -3.3283 0.3730
H 0.9739 2.5328 -0.0033 0.4091
H 1.2953 2.9114 -1.6933 0.3247
H 3.2413 1.8308 -0.6033 0.5081
H 2.6374 0.8045 -1.8797 0.2951
H 2.2605 0.4819 0.9985 0.3815
H 2.7231 -0.6492 -0.0817 0.2278
H -1.4122 2.6714 -2.0176 0.3302
H -1.2051 2.5648 -0.2733 0.4020
H -2.4431 0.3588 -1.9863 0.3349
H -3.3179 1.4943 -0.9825 0.4917
H -2.6885 -0.6982 0.0776 0.2231
H -2.2224 0.6166 0.9237 0.3778
O -0.0394 0.0755 4.3834 -0.3043
C -0.0317 0.0073 3.2355 0.6040
N -0.0225 -0.0555 2.0156 -0.5212
```

Summary:
2S+1: 2
Net charge: +2
Total energy: -1889.67310 hartree
Relative energy (zero: lowest compared OMol25 entry of this formula, charge and spin): 0.00 kJ/mol
<S²>: 1.231
E_LUMO (alpha / beta): -10.1 / -8.6 eV
Frontier orbital gap (alpha / beta): 0.262 / 0.318 Ha

(5)
A molecular structure, C7H18KN2Si in a non-equilibrium geometry. Source: the Open Molecules 2025 dataset; level of theory: ωB97M-V/def2-TZVPD.

Structure (XYZ):
```
29
Properties=species:S:1:pos:R:3:mulliken_charge:R:1
C 2.5410 -0.4198 0.4848 -1.0926
C 2.0234 1.0392 0.2661 0.6489
C 2.3449 1.6427 -1.1500 -1.1816
N 1.4181 1.7704 1.1451 -0.3220
Si -0.0758 1.0875 1.7693 0.5459
C -1.5959 1.3036 0.5921 -1.0421
C -1.3983 0.6624 -0.8293 -0.1966
C -1.8969 -0.8198 -0.9639 -0.7739
C -1.0872 -1.8751 -0.1395 0.1409
N -0.8406 -3.0849 -1.0037 -0.7548
H 3.6570 -0.3627 0.4285 0.4139
H 2.1864 -1.0288 -0.3848 0.2508
H 2.2639 -0.8523 1.4654 0.2921
H 3.4425 1.5507 -1.3209 0.4150
H 1.9705 2.6829 -1.2001 0.2940
H 1.8465 1.0230 -1.9390 0.3053
H -0.4008 1.6768 3.0924 -0.3100
H 0.1364 -0.3563 2.0411 -0.0855
H -2.5663 0.9996 1.1131 0.5225
H -1.6819 2.4153 0.4314 0.3239
H -2.0250 1.2657 -1.5362 0.3776
H -0.3611 0.7167 -1.2219 -0.0991
H -1.7659 -1.0977 -2.0430 0.3709
H -3.0028 -0.8748 -0.7943 0.2976
H -0.0808 -1.5198 0.1888 -0.1006
H -1.6695 -2.2376 0.7474 0.1942
H -0.1394 -3.6154 -0.4756 0.2723
H -0.2908 -2.7123 -1.7866 0.2568
K -2.9518 1.0208 3.0232 1.0362
```

Summary:
Net charge: +1
Total energy: -1276.19495 hartree
Relative energy (zero: lowest compared OMol25 entry of this formula, charge and spin): 0.00 kJ/mol
E_LUMO: -3.8 eV
Frontier orbital gap: 0.292 Ha

(6)
A molecular structure, C7H18N2O in a non-equilibrium geometry. Source: the Open Molecules 2025 dataset; level of theory: ωB97M-V/def2-TZVPD.

Structure (XYZ):
```
28
Properties=species:S:1:pos:R:3:mulliken_charge:R:1
C 0.5301 1.0556 1.2539 0.4699
C 1.3136 -0.7443 1.6592 -1.0406
C 1.3908 2.0177 2.0226 -1.4077
C 0.4049 -1.8602 1.2006 -0.7562
N -0.8128 1.1289 1.5197 -0.3642
H 0.9862 0.4110 0.4352 0.0983
H -1.0899 1.2053 2.4930 0.1950
H -1.4593 0.6035 0.9406 0.1736
H 1.3469 -0.6561 2.7465 0.4313
H 2.3349 -0.8293 1.2774 0.4394
H 2.4458 1.8728 1.7955 0.3009
H 1.2566 1.9107 3.1067 0.3375
H 1.1140 3.0419 1.7642 0.3881
H -0.6419 -1.6089 1.3970 0.2441
H 0.6125 -2.8052 1.7113 0.3859
H 0.5074 -2.0337 0.1267 0.1251
C -0.0553 -1.0331 -2.8846 -0.9317
C -0.8889 1.1416 -2.0509 -0.9666
N -0.9985 -0.3074 -2.0614 0.1955
C -1.8668 -0.9371 -1.2485 0.0061
O -2.5799 -0.3965 -0.4185 -0.6471
H -1.8323 -2.0349 -1.3568 0.3797
H -0.1498 -0.7305 -3.9308 0.3255
H -0.9052 1.5169 -3.0754 0.3478
H 0.9706 -0.8393 -2.5573 0.3179
H -0.2449 -2.1034 -2.8124 0.3145
H -1.7266 1.5603 -1.4943 0.3273
H 0.0379 1.4539 -1.5591 0.3104
```

Summary:
Net charge: 0
Total energy: -462.17294 hartree
Relative energy (zero: lowest compared OMol25 entry of this formula, charge and spin): 285.97 kJ/mol
E_LUMO: 0.8 eV
Frontier orbital gap: 0.287 Ha

(7)
2 unconnected molecules or ions with the total composition C7H18N2Si2 in a non-equilibrium geometry. Source: the Open Molecules 2025 dataset; level of theory: ωB97M-V/def2-TZVPD.

Structure (XYZ):
```
29
Properties=species:S:1:pos:R:3:mulliken_charge:R:1
C 0.6843 1.9630 0.3217 -1.3855
Si -0.8119 0.9863 -0.3240 0.2169
C -0.5939 1.4613 -2.2028 -1.1897
C -2.4757 1.7178 0.3208 -1.3358
N -0.5276 -0.6447 -0.0903 0.5294
C -0.9132 -2.0464 -0.4410 -0.7436
Si 0.8203 -1.6626 -0.2453 -0.0552
C 1.9375 -1.4353 -1.7049 -0.9992
C 1.8555 -1.9806 1.3493 -0.9780
H 1.5376 1.8065 -0.1726 0.4930
H 0.3739 3.0019 0.2666 0.3314
H 0.8654 1.8220 1.3195 0.4479
H -1.4726 1.8656 -2.6328 0.3711
H 0.2869 2.0723 -2.2195 0.3039
H -0.4616 0.5004 -2.6717 0.2876
H -2.5920 1.9744 1.3014 0.4604
H -2.7865 2.6011 -0.1287 0.4464
H -3.1790 0.9178 0.1235 0.3108
H -1.3135 -1.9843 -1.4010 0.3423
H -1.6852 -2.4071 0.3268 0.2297
H 2.7439 -0.9485 -1.3009 0.3355
H 2.2182 -2.3689 -2.1346 0.4100
H 1.5038 -0.7058 -2.4631 0.2667
H 2.7627 -1.5040 1.2482 0.3585
H 1.4129 -1.5511 2.2679 0.2396
H 2.0400 -3.0702 1.5308 0.3300
C -0.7701 -0.1844 3.2649 0.1706
N -0.5598 0.7680 3.9058 -0.4274
H -0.9002 -0.9646 2.5860 0.2330
```

Summary:
SMILES string: C[Si](C)(C)N1C[Si]1(C)C.C#N
Net charge: 0
Total energy: -965.98013 hartree
Relative energy (zero: lowest compared OMol25 entry of this formula, charge and spin): 285.86 kJ/mol
E_LUMO: 0.6 eV
Frontier orbital gap: 0.351 Ha

(8)
A gas-phase ion, C7H18N4 (charge +2) in a non-equilibrium geometry. Source: the Open Molecules 2025 dataset; level of theory: ωB97M-V/def2-TZVPD.

Structure (XYZ):
```
29
Properties=species:S:1:pos:R:3:mulliken_charge:R:1
C -0.1727 -1.2465 -0.7497 -0.8571
C -1.4583 -1.0955 -0.2705 0.5681
N -2.5642 -1.3628 -1.0025 -0.3772
C -1.4734 -0.4076 1.1253 -0.6763
N -0.8847 0.9542 0.8921 0.2294
C -1.5613 1.8358 -0.0497 -0.8204
C 0.5870 0.8783 0.7638 -1.4407
C 1.2030 0.2863 -0.4664 0.6660
N 1.1719 1.0191 -1.5845 -0.2808
C 2.3869 -0.7884 -0.1581 -0.7366
N 2.1435 -1.2564 1.1798 -0.6052
H 0.5166 -1.6626 -0.0527 0.3387
H -0.0507 -1.7234 -1.7329 0.3865
H -2.6469 -1.6693 -1.9441 0.2400
H -3.4634 -1.4099 -0.5709 0.2241
H -2.5864 -0.3048 1.4843 0.4474
H -0.8396 -1.0094 1.7994 0.3672
H -0.9081 1.3559 1.8805 0.4148
H -1.1889 2.9018 -0.0073 0.3757
H -1.4955 1.6073 -1.1681 0.3389
H -2.6562 1.9993 0.0572 0.3566
H 1.1119 0.3129 1.6086 0.3890
H 1.1473 1.8408 0.7181 0.5430
H 0.9524 1.9559 -1.6584 0.2164
H 1.8164 0.6950 -2.2585 0.2936
H 2.3011 -1.4922 -1.0541 0.3590
H 3.3722 -0.2806 -0.3029 0.4651
H 3.0273 -1.4357 1.7709 0.3117
H 1.7979 -2.2799 1.2211 0.2631
```

Summary:
SMILES string: C=C(N)C[N@H+](C)CC(=[NH2+])CN
Net charge: +2
Total energy: -495.82021 hartree
Relative energy (zero: lowest compared OMol25 entry of this formula, charge and spin): 314.28 kJ/mol
E_LUMO: -7.8 eV
Frontier orbital gap: 0.315 Ha